# C3H7NO3

One molecule with the formula C3H7NO3 (ωB97M-V/def2-TZVPD, the OMol25 dataset).

* HOMO level: -9.988 eV
* SMILES string: C[C@H](N)OC(=O)O
* LUMO: 0.7765 eV
* total charge: 0

The geometry in XYZ format:
```
14
Properties=species:S:1:pos:R:3:nbo_charge:R:1
C -0.579 -0.699 0.083 0.246
C 0.671 -1.555 0.156 -0.654
C 0.257 1.447 0.477 1.005
N -0.623 -0.024 -1.241 -0.860
O -0.575 0.393 0.978 -0.534
O -0.381 2.592 0.788 -0.691
O 1.430 1.371 0.280 -0.601
H 0.253 3.284 1.027 0.501
H -1.491 -1.263 0.330 0.170
H -0.368 -0.654 -1.998 0.372
H -1.529 0.391 -1.422 0.371
H 0.892 -1.788 1.195 0.226
H 0.523 -2.476 -0.396 0.207
H 1.520 -1.018 -0.257 0.241
```

***

# C3H7NO3

One molecule with the formula C3H7NO3 (ωB97M-V/def2-TZVPD, the OMol25 dataset).

* HOMO level: -9.789 eV
* SMILES string: CN(CO)C(=O)O
* LUMO: 0.6467 eV
* total charge: 0

The geometry in XYZ format:
```
14
Properties=species:S:1:pos:R:3:nbo_charge:R:1
C 0.927 0.177 -1.084 0.094
C 0.146 -0.991 0.956 -0.420
N 0.078 0.163 0.086 -0.471
C -0.861 1.127 0.236 0.890
O -1.669 0.909 1.300 -0.706
O 0.616 -0.826 -1.999 -0.703
O -0.965 2.103 -0.464 -0.652
H -2.289 1.650 1.361 0.506
H 0.771 -1.690 -1.599 0.463
H 0.766 1.128 -1.596 0.224
H 1.976 0.098 -0.753 0.149
H 1.184 -1.321 1.021 0.198
H -0.476 -1.812 0.587 0.193
H -0.203 -0.715 1.948 0.236
```

***

# C3H7NO3

One molecule with the formula C3H7NO3 (ωB97M-V/def2-TZVPD, the OMol25 dataset).

* HOMO level: -10.185 eV
* SMILES string: NC[C@H](O)OC=O
* LUMO: 0.7916 eV
* total charge: 0

The geometry in XYZ format:
```
14
Properties=species:S:1:pos:R:3:nbo_charge:R:1
C 0.690 0.159 -0.719 0.365
C 0.352 0.167 0.900 -0.277
N -0.600 1.257 1.071 -0.868
C -0.569 -1.754 -0.939 0.641
O -0.417 -0.455 -1.364 -0.529
O 0.843 1.431 -1.149 -0.698
O 0.291 -2.536 -0.662 -0.556
H 0.206 1.968 -0.636 0.496
H 1.585 -0.450 -0.890 0.174
H -0.612 1.596 2.026 0.376
H -1.536 0.968 0.804 0.367
H -1.610 -2.030 -1.167 0.118
H 0.074 -0.781 1.372 0.190
H 1.302 0.461 1.353 0.200
```

***

# C3H7NO3

A 2-piece molecular cluster, C3H7NO3 overall (ωB97M-V/def2-TZVPD, the OMol25 dataset).

* ⟨S²⟩: 2.010
* HOMO level (alpha / beta): -8.164 / -10.406 eV
* LUMO (alpha / beta): 0.5342 / -1.7750 eV
* total charge: 0
* multiplicity: 3

The geometry in XYZ format:
```
14
Properties=species:S:1:pos:R:3:nbo_charge:R:1
C 0.574 1.943 0.714 -0.482
C 1.128 -1.757 -0.238 -0.267
C -0.680 -0.204 -0.353 0.332
N -1.998 0.042 -0.062 0.397
O -2.496 0.851 -0.845 -0.403
O -2.556 -0.460 0.944 -0.421
O -0.127 -1.266 0.298 -0.440
H 0.914 1.509 1.586 0.160
H -0.057 2.797 0.797 0.175
H 1.244 1.943 -0.106 0.153
H 1.903 -1.625 0.546 0.219
H 1.473 -1.076 -1.201 0.171
H 0.984 -2.729 -0.773 0.218
H -0.305 0.034 -1.306 0.188
```

***

# C3H7NO4

A 2-piece molecular cluster, C3H7NO4 overall (ωB97M-V/def2-TZVPD, the OMol25 dataset).

* HOMO level: -10.537 eV
* SMILES string: CC(=O)NC(=O)O.O
* LUMO: 0.3446 eV
* total charge: 0

The geometry in XYZ format:
```
15
Properties=species:S:1:pos:R:3:nbo_charge:R:1
O -0.841 -2.271 -1.418 -0.527
C -0.616 -1.419 -0.661 0.725
N 0.268 -0.373 -1.206 -0.711
C 0.366 1.010 -0.890 0.886
O 0.883 1.731 -1.885 -0.674
O -0.124 1.452 0.179 -0.672
C -0.944 -1.206 0.752 -0.764
H 0.629 -0.531 -2.158 0.411
H 0.736 2.658 -1.751 0.512
H 0.107 -0.940 1.268 0.296
H -1.712 -0.441 0.903 0.261
H -1.445 -2.202 1.054 0.240
H 0.250 0.908 2.412 0.480
H 1.333 0.928 1.268 0.481
O 1.108 0.696 2.133 -0.946
```

***

# C3H7NO4

A 2-piece molecular cluster, C3H7NO4 overall (ωB97M-V/def2-TZVPD, the OMol25 dataset).

* HOMO level: -9.529 eV
* SMILES string: O=C=NO.CCOO
* LUMO: 0.4209 eV
* total charge: 0

The geometry in XYZ format:
```
15
Properties=species:S:1:pos:R:3:nbo_charge:R:1
C 1.289 0.307 -1.044 -0.077
C -0.043 0.351 -1.758 -0.640
N -1.821 -0.599 1.251 -0.275
C -1.060 0.167 1.814 0.805
O 1.162 0.955 0.330 -0.324
O 1.533 0.081 1.412 -0.465
O -1.885 -1.697 0.440 -0.504
O -0.850 0.757 2.810 -0.532
H 1.457 0.697 2.158 0.478
H -2.400 -2.350 0.942 0.491
H 1.705 -0.702 -1.020 0.199
H 2.021 0.964 -1.516 0.185
H -0.450 1.360 -1.719 0.218
H 0.077 0.058 -2.801 0.218
H -0.734 -0.349 -1.299 0.222
```

***

# C3H7NO4

A 2-piece molecular cluster, C3H7NO4 overall (ωB97M-V/def2-TZVPD, the OMol25 dataset).

* HOMO level: -9.986 eV
* LUMO: -5.5405 eV
* total charge: 0

The geometry in XYZ format:
```
15
Properties=species:S:1:pos:R:3:nbo_charge:R:1
O -2.999 1.083 0.582 -0.486
C -2.252 0.438 -0.133 0.424
C -0.795 0.890 -0.514 -0.365
N 0.008 -0.438 -0.793 -0.402
C 0.069 -0.948 0.654 0.405
O -1.124 -1.020 1.107 -0.374
O 0.954 -0.007 1.297 -0.534
H -2.678 -0.384 -0.787 0.136
H -0.462 1.461 0.382 0.256
H -0.582 1.528 -1.417 0.242
H 0.970 -0.167 -1.084 0.428
H 0.655 -1.824 0.804 0.284
H 3.522 0.097 -0.666 0.452
H 1.857 -0.190 0.883 0.513
O 2.858 -0.519 -0.315 -0.978
```

***

# C3H7NO4

C3H7NO4 as an isolated structure (ωB97M-V/def2-TZVPD, the OMol25 dataset).

* HOMO level: -7.642 eV
* LUMO: 0.3841 eV
* total charge: 0

The geometry in XYZ format:
```
15
Properties=species:S:1:pos:R:3:nbo_charge:R:1
C -0.621 0.886 0.257 0.412
C 1.389 -0.308 -0.794 -0.066
C -1.066 -0.460 0.226 0.468
N 2.093 0.234 0.194 -0.697
O 0.308 1.248 1.157 -0.702
O -0.884 1.819 -0.804 -0.698
O -0.856 -1.258 1.286 -0.697
O -1.882 -0.821 -0.740 -0.676
H 1.108 -1.310 -0.995 0.178
H 1.188 0.435 -1.548 0.181
H 2.326 -0.564 0.791 0.338
H -2.347 -1.624 -0.523 0.499
H 1.201 1.082 0.750 0.456
H -0.215 -0.849 1.900 0.519
H -1.742 1.491 -1.157 0.483
```

***

# C3H7NO4P

A 2-piece molecular cluster, C3H7NO4P overall (ωB97M-V/def2-TZVPD, the OMol25 dataset).

* HOMO level: -4.192 eV
* LUMO: 3.9022 eV
* total charge: -1

The geometry in XYZ format:
```
16
Properties=species:S:1:pos:R:3:nbo_charge:R:1
C -1.694 -0.347 2.106 -0.347
C -0.540 -0.418 1.452 -0.252
C 0.703 0.304 1.820 0.615
N 1.689 0.305 0.911 -0.827
O -0.784 -1.134 -2.239 -1.045
O 1.351 -0.057 -1.670 -1.206
O -0.271 0.996 -3.284 -1.053
O 0.828 0.939 2.862 -0.681
P -0.085 0.359 -1.718 1.466
H -2.544 -0.722 1.716 0.184
H -1.642 0.011 3.058 0.195
H -0.383 -0.820 0.487 0.206
H -1.387 -0.935 -2.882 0.459
H 2.593 0.612 1.120 0.376
H 1.608 0.044 -0.084 0.442
H 0.558 0.863 -3.656 0.467
```

***

# C3H7NO6S2

C3H7NO6S2 as an isolated structure (ωB97M-V/def2-TZVPD, the OMol25 dataset).

* HOMO level: -9.939 eV
* LUMO: -0.6212 eV
* total charge: 0

The geometry in XYZ format:
```
19
Properties=species:S:1:pos:R:3:nbo_charge:R:1
C 1.289 -2.900 1.965 0.209
C -0.596 0.843 -1.479 0.653
C -0.885 2.278 -1.801 -0.694
N -1.344 0.043 -0.816 -0.804
O 0.473 -0.445 0.994 -0.950
O 0.571 -2.067 -0.965 -0.940
O 2.800 -0.987 -1.196 -0.825
O 0.559 0.381 -1.933 -0.754
O 0.037 -2.835 1.327 -0.722
O 1.414 -1.982 2.986 -0.720
S -0.341 -1.483 0.434 1.845
S 1.596 -1.306 -1.877 1.810
H 1.377 -3.898 2.409 0.175
H 2.077 -2.765 1.201 0.138
H -0.387 2.555 -2.725 0.243
H -0.489 2.895 -0.997 0.246
H -1.957 2.442 -1.882 0.227
H 1.286 -1.104 2.587 0.494
H -2.202 0.440 -0.456 0.369
```

***

# C3H7NORb

C3H7NORb as an isolated structure (ωB97M-V/def2-TZVPD, the OMol25 dataset).

* HOMO level: -13.024 eV
* LUMO: -3.8591 eV
* total charge: +1

The geometry in XYZ format:
```
13
Properties=species:S:1:pos:R:3:nbo_charge:R:1
Rb -13.164 22.870 -10.518 0.996
C -11.275 24.276 -13.151 0.528
O -11.913 23.227 -13.093 -0.711
N -9.946 24.375 -13.016 -0.403
C -9.324 25.606 -12.586 -0.413
C -9.099 23.191 -12.995 -0.427
H -11.759 25.251 -13.307 0.131
H -8.801 25.439 -11.641 0.205
H -10.043 26.410 -12.446 0.216
H -8.584 25.954 -13.311 0.217
H -8.785 22.946 -11.982 0.199
H -9.637 22.371 -13.464 0.240
H -8.242 23.384 -13.640 0.222
```

***

# C3H7NOS

A 2-piece molecular cluster, C3H7NOS overall (ωB97M-V/def2-TZVPD, the OMol25 dataset).

* HOMO level: -7.964 eV
* LUMO: -3.8659 eV
* total charge: 0

The geometry in XYZ format:
```
13
Properties=species:S:1:pos:R:3:nbo_charge:R:1
O 2.449 -0.925 0.265 -0.453
C 1.378 -0.342 -0.003 0.253
C 0.417 0.087 1.037 -0.151
C -0.094 -1.239 0.453 -0.235
S -2.006 0.663 -1.959 -0.632
N -0.189 1.354 0.750 -0.735
H 1.316 0.127 -1.044 0.198
H 0.691 0.087 2.092 0.276
H -1.170 -1.261 0.103 0.281
H 0.269 -2.199 0.860 0.250
H -2.441 0.275 -3.142 0.129
H 0.348 2.172 0.552 0.401
H -0.967 1.202 0.035 0.417
```

***

# C3H7NOS

A 2-piece molecular cluster, C3H7NOS overall (ωB97M-V/def2-TZVPD, the OMol25 dataset).

* HOMO level: -8.238 eV
* LUMO: 0.9256 eV
* total charge: 0

The geometry in XYZ format:
```
13
Properties=species:S:1:pos:R:3:nbo_charge:R:1
C 0.335 0.908 1.837 -0.469
C 0.118 -0.384 1.520 -0.150
C 0.131 -0.841 -0.606 -0.004
N -1.450 0.749 -1.208 -0.500
O -0.044 0.359 -1.299 -0.424
S 1.723 -1.675 -0.865 -0.017
H 0.343 1.371 2.864 0.207
H 0.255 1.682 1.081 0.206
H 0.083 -1.270 2.010 0.170
H -0.590 -1.559 -0.770 0.165
H -1.859 -0.102 -1.643 0.327
H -1.637 1.496 -1.830 0.354
H 2.591 -0.733 -1.092 0.135
```

***

# C3H7NOS2

One molecule with the formula C3H7NOS2 (ωB97M-V/def2-TZVPD, the OMol25 dataset).

* HOMO level: -8.277 eV
* SMILES string: CSC(=S)N(C)O
* LUMO: 0.4235 eV
* total charge: 0

The geometry in XYZ format:
```
14
Properties=species:S:1:pos:R:3:nbo_charge:R:1
C 2.400 0.292 0.620 -0.743
C -0.278 -0.366 -0.032 -0.111
C -1.891 1.491 0.256 -0.432
H 1.945 0.528 1.528 0.224
H 3.326 -0.270 0.825 0.233
H 2.629 1.208 0.061 0.228
H -2.494 1.360 -0.656 0.207
H -2.449 0.971 1.039 0.237
H -1.708 2.492 0.561 0.219
H 0.322 1.794 -1.391 0.468
N -0.564 0.945 0.069 -0.143
O 0.327 1.874 -0.432 -0.544
S 1.376 -0.862 -0.312 0.309
S -1.477 -1.525 0.058 -0.153
```

***

# C3H7NOS2

One molecule with the formula C3H7NOS2 (ωB97M-V/def2-TZVPD, the OMol25 dataset).

* HOMO level: -8.784 eV
* SMILES string: N[C@H](C=O)CSS
* LUMO: 0.4781 eV
* total charge: 0

The geometry in XYZ format:
```
14
Properties=species:S:1:pos:R:3:nbo_charge:R:1
N 1.208 1.941 -0.388 -0.878
C -0.155 1.426 -0.615 -0.143
C -0.965 2.629 0.183 0.460
O -2.156 2.785 0.237 -0.489
C -0.212 0.100 0.198 -0.583
S 0.928 -1.216 -0.197 0.116
S 0.098 -2.896 0.355 -0.128
H 1.376 2.046 0.636 0.353
H 2.064 1.443 -0.762 0.386
H -0.428 1.292 -1.659 0.221
H -0.185 3.239 0.667 0.119
H -1.163 -0.233 -0.272 0.231
H -0.199 0.331 1.250 0.217
H -1.094 -3.121 -0.169 0.118
```

***

# C3H7NOS2

A 2-piece molecular cluster, C3H7NOS2 overall (ωB97M-V/def2-TZVPD, the OMol25 dataset).

* HOMO level: -8.387 eV
* LUMO: 0.0418 eV
* total charge: 0

The geometry in XYZ format:
```
14
Properties=species:S:1:pos:R:3:nbo_charge:R:1
C -0.033 0.922 -0.340 -0.245
C -1.168 0.132 -0.983 -0.580
C 0.057 -0.992 0.941 -0.095
N 0.038 0.295 0.914 -0.562
O -2.360 -1.821 0.426 -0.955
S 2.177 -1.473 -0.222 -0.587
S -1.090 -1.643 -0.283 1.288
H 0.818 0.703 -1.027 0.226
H -0.210 2.055 -0.283 0.226
H -2.150 0.401 -0.906 0.237
H -0.970 0.006 -2.035 0.224
H 0.492 -1.310 1.888 0.273
H 0.464 0.956 1.547 0.411
H 2.819 -2.437 0.489 0.142
```

***

# C3H7NOSn

C3H7NOSn as an isolated structure (ωB97M-V/def2-TZVPD, the OMol25 dataset).

* HOMO level: -15.047 eV
* LUMO: -12.8375 eV
* total charge: +2

The geometry in XYZ format:
```
13
Properties=species:S:1:pos:R:3:nbo_charge:R:1
Sn -5.126 1.605 3.965 1.580
C -1.078 -0.951 -1.082 -0.713
C -0.276 -0.206 -0.117 0.654
O -0.688 0.242 0.930 -0.524
N 1.008 0.025 -0.479 -0.456
C 1.995 0.653 0.336 -0.444
H -0.708 -0.922 -2.107 0.248
H -2.084 -0.532 -1.043 0.245
H -1.075 -2.017 -0.853 0.266
H 1.347 -0.381 -1.339 0.416
H 1.485 1.209 1.122 0.238
H 2.617 1.391 -0.170 0.248
H 2.584 -0.116 0.837 0.241
```

***

# C3H7NS

C3H7NS as an isolated structure (ωB97M-V/def2-TZVPD, the OMol25 dataset).

* HOMO level: -8.947 eV
* LUMO: 0.0913 eV
* total charge: 0

The geometry in XYZ format:
```
12
Properties=species:S:1:pos:R:3:nbo_charge:R:1
C -1.054 -1.400 0.300 -0.707
C -0.291 -0.091 -0.116 0.213
C 0.933 0.542 0.928 -0.784
H -2.416 -0.983 -0.307 0.252
H -0.257 -2.308 -0.462 0.285
H -1.092 -1.499 1.726 0.264
H 1.882 1.345 0.066 0.290
H -0.082 1.359 1.517 0.244
H 1.331 -0.503 1.752 0.261
H 0.318 1.845 -2.674 0.125
N -0.184 0.184 -1.353 -0.582
S 0.913 1.507 -1.377 0.139
```

***

# C3H7NS

One molecule with the formula C3H7NS (ωB97M-V/def2-TZVPD, the OMol25 dataset).

* HOMO level: -8.884 eV
* SMILES string: C[C@@H]1CN1S
* LUMO: -0.0182 eV
* total charge: 0

The geometry in XYZ format:
```
12
Properties=species:S:1:pos:R:3:nbo_charge:R:1
C 0.823 -0.296 0.801 -0.298
C -0.179 0.499 0.049 -0.102
C 0.073 1.223 -1.280 -0.612
N -0.190 -0.953 -0.028 -0.394
S -1.639 -2.087 0.960 -0.001
H 1.749 -0.358 0.206 0.214
H 0.613 -0.464 1.849 0.227
H -0.856 1.033 0.729 0.208
H 0.589 0.719 -1.996 0.217
H 0.632 2.064 -1.034 0.210
H -0.743 1.611 -1.802 0.219
H -0.872 -2.992 1.546 0.113
```

***

# C3H7NS2

One molecule with the formula C3H7NS2 (ωB97M-V/def2-TZVPD, the OMol25 dataset).

* HOMO level: -8.428 eV
* SMILES string: CCSC(N)=S
* LUMO: 0.6696 eV
* total charge: 0

The geometry in XYZ format:
```
13
Properties=species:S:1:pos:R:3:nbo_charge:R:1
C -1.126 2.221 0.808 -0.623
C -0.013 1.881 -0.140 -0.542
C 0.294 -1.037 -0.226 -0.065
H -2.065 2.340 0.262 0.204
H -0.937 3.088 1.399 0.216
H -1.364 1.428 1.509 0.231
H 0.904 1.763 0.452 0.240
H 0.189 2.741 -0.834 0.236
H 0.820 -2.882 -0.554 0.413
H 0.370 -2.020 -2.029 0.408
N 0.541 -2.069 -1.031 -0.780
S -0.195 0.412 -1.149 0.239
S 0.406 -1.060 1.421 -0.178
```

***

no.,strongest force on any atom (eV Å⁻¹),total energy (eV)
1,3.6,-10857.0455
2,0.7,-10857.5493
3,2.9,-10856.5730
4,4.1,-10849.1255
5,4.6,-12904.4823
6,3.5,-12898.1377
7,3.1,-12895.7710
8,5.6,-12901.6928
9,3.9,-22196.2282
10,2.7,-38667.3870
11,0.7,-7412.4411
12,6.2,-17590.8861
13,6.1,-17591.6620
14,2.0,-28430.5701
15,3.6,-28430.6573
16,4.4,-28429.3482
17,1.7,-12571.0943
18,6.1,-15538.9835
19,3.2,-15546.6092
20,1.8,-26385.1620